Molecular formula: C8H11I2NO
Method: DFT, ωB97M-V/def2-TZVPD

Properties
- HOMO (alpha / beta): -7.02 / -9.17 eV
- Energy relative to the best compared isomer or geometry (same formula, charge and spin): 0.0 kcal/mol
- HOMO-LUMO gap (alpha / beta): 0.2576 / 0.2425 hartree
- Maximum force: 0.0771 hartree/bohr

```
! wB97M-V def2-TZVPD RIJCOSX def2/J DEFGRID3
* xyz 0 3
C -0.481 -2.110 1.575
C -1.539 -1.665 2.228
C 0.290 -1.355 0.525
C -2.081 -0.312 2.044
C -2.306 0.029 0.629
C 0.617 -0.288 -2.277
C 1.539 1.355 -0.593
C 0.230 0.574 -1.086
N -0.167 -0.227 0.039
O 1.397 -1.765 0.187
I -3.324 -1.393 -0.651
I -2.934 1.981 0.254
H -0.128 -3.083 1.734
H -2.048 -2.182 3.135
H -2.932 -0.160 2.648
H -1.344 0.403 2.636
H 1.444 -0.896 -1.912
H -0.115 -0.903 -2.654
H 0.934 0.321 -3.005
H 1.269 2.215 0.119
H 2.097 1.666 -1.478
H 2.018 0.699 0.023
H -0.695 1.277 -1.270
*
```

What are the Mulliken partial charges on each atom? They are as follows, in elementary charge units:
1. C -0.5764
2. C -0.3681
3. C 0.7637
4. C -0.4855
5. C -0.5590
6. C -1.7347
7. C -1.2784
8. C 0.7222
9. N -0.0793
10. O -0.5701
11. I 0.1112
12. I 0.1391
13. H 0.4725
14. H 0.2697
15. H 0.4503
16. H 0.2858
17. H 0.3945
18. H 0.3801
19. H 0.5514
20. H 0.2764
21. H 0.3849
22. H 0.4215
23. H 0.0282